# 1
Entry from OMol25: C3H6N2O in the gas phase in a non-equilibrium geometry (ωB97M-V/def2-TZVPD).

Geometry as XYZ:
```
12
Properties=species:S:1:pos:R:3:forces:R:3:lowdin_charge:R:1
H -3.120856 0.663207 -1.558495 0.2 0.1 0.1 0.044
N -2.275324 1.090698 -1.181721 0.2 -0.5 0.1 0.084
C -1.493935 0.196504 -0.732929 0.0 0.0 -0.1 -0.267
N -0.269284 0.556724 -0.181502 0.0 0.0 -0.1 0.099
C 0.622884 -0.294908 0.394541 0.7 0.7 -0.2 -0.502
C 1.933848 -0.056713 0.738094 -0.1 1.4 0.0 -0.020
O 0.261909 -1.565134 0.598509 1.8 -0.3 0.6 0.029
H -1.653200 -0.885919 -0.707814 -0.1 0.2 -0.1 0.130
H -0.036065 1.543146 -0.201826 -0.1 -0.2 0.1 0.157
H 2.484927 0.769880 0.334861 -0.1 0.5 -0.2 0.034
H 2.239753 -0.277628 1.753283 0.0 -0.8 -0.1 0.056
H 1.305344 -1.739857 0.745000 -2.6 -1.1 -0.1 0.156
```
Positions in Å, forces in eV/Å.

Computed properties:
energy = -302.5974 a.u.
relative energy (zero: lowest compared OMol25 entry of this formula, charge and spin) = 2.604 eV
LUMO = 0.834 eV
SMILES = [H]/N=C/NC(=C)O
highest occupied orbital energy = -8.3 eV

# 2
Entry from OMol25: C3H6N2O in the gas phase (ωB97M-V/def2-TZVPD).

Geometry as XYZ:
```
12
Properties=species:S:1:pos:R:3:forces:R:3:lowdin_charge:R:1
C -1.845196 0.288599 -0.648918 -0.1 0.0 0.0 -0.094
N -0.541877 -0.068524 -0.144338 0.3 -0.1 -0.1 -0.090
C 0.455066 -0.393135 -0.922811 -0.1 0.1 0.1 -0.220
N 1.641329 -0.512641 -0.333722 -0.1 0.0 -0.1 0.032
C 1.592139 0.245466 1.096761 0.7 0.1 0.3 -0.234
O 2.635542 0.345382 1.656447 -0.6 -0.1 -0.3 0.001
H -2.046626 1.352332 -0.480243 0.0 -0.2 0.0 0.083
H -1.917837 0.090255 -1.727042 0.0 0.0 0.2 0.078
H -2.621019 -0.289264 -0.138004 0.1 0.1 -0.1 0.078
H 0.325569 -0.519957 -2.004088 0.0 0.0 0.1 0.138
H 2.478660 -0.622527 -0.891552 -0.1 0.0 0.0 0.114
H 0.100518 0.294516 0.827330 -0.1 0.0 -0.1 0.115
```
Positions in Å, forces in eV/Å.

Computed properties:
energy = -302.5861 a.u.
relative energy (zero: lowest compared OMol25 entry of this formula, charge and spin) = 2.912 eV
LUMO = 0.773 eV
highest occupied orbital energy = -8.0 eV

# 3
Entry from OMol25: 2 unconnected molecules or ions with the total composition C3H6N2O in a non-equilibrium geometry (ωB97M-V/def2-TZVPD).

Geometry as XYZ:
```
12
Properties=species:S:1:pos:R:3:forces:R:3:lowdin_charge:R:1
C -1.040983 -0.182287 0.740644 0.0 -0.2 1.5 -0.193
C 0.089773 -0.586909 1.433060 0.4 -1.4 -0.6 -0.086
N 0.897656 -1.159927 0.461831 -0.5 1.8 -0.9 0.031
C 0.307207 -0.857044 -0.743540 -2.2 -3.7 0.2 -0.220
N -0.983766 -0.525335 -0.557452 1.8 2.0 -0.7 0.036
H -1.883711 0.330038 1.176810 -0.1 -0.2 0.0 0.096
H 0.308724 -0.797293 2.467441 -0.1 0.6 0.1 0.101
H 1.751063 -1.693124 0.449214 0.1 0.3 0.8 0.142
H 0.454299 -1.603139 -1.526891 0.8 0.8 -0.4 0.113
O 0.344726 2.562147 -0.948416 0.2 0.0 -0.3 -0.073
H 1.141054 2.789479 -1.446615 -0.2 0.0 0.2 0.033
H -0.144904 1.982503 -1.546687 0.0 0.0 0.2 0.021
```
Positions in Å, forces in eV/Å.

Computed properties:
energy = -302.6288 a.u.
relative energy (zero: lowest compared OMol25 entry of this formula, charge and spin) = 1.750 eV
LUMO = 0.848 eV
SMILES = c1c[nH]cn1.O
highest occupied orbital energy = -8.9 eV

# 4
Entry from OMol25: a molecular structure, C3H6N2O (ωB97M-V/def2-TZVPD).

Geometry as XYZ:
```
12
Properties=species:S:1:pos:R:3:forces:R:3:lowdin_charge:R:1
C 1.759695 0.132983 0.793702 0.2 0.0 0.1 -0.145
N 0.669062 0.918914 0.257087 -0.3 -0.2 -0.1 0.027
C -0.321244 0.267740 -0.219704 0.1 0.2 0.1 -0.464
N -0.488778 -1.090608 -0.334515 0.0 0.0 0.1 0.138
C -1.462531 1.078478 -0.750750 0.2 -0.3 0.1 -0.066
O -2.515380 0.377497 -1.089645 0.1 0.3 0.0 -0.023
H 2.197719 -0.528940 0.030760 -0.1 0.1 0.1 0.084
H 2.541346 0.801547 1.160770 -0.1 -0.1 -0.1 0.068
H 1.437038 -0.499892 1.636642 0.0 0.1 -0.1 0.080
H -1.431377 -1.383312 -0.561534 0.1 0.0 0.0 0.083
H 0.019316 -1.699679 0.287395 0.0 0.1 -0.1 0.088
H -2.545224 1.530106 -1.210736 -0.3 0.0 -0.1 0.131
```
Positions in Å, forces in eV/Å.

Computed properties:
energy = -302.5113 a.u.
relative energy (zero: lowest compared OMol25 entry of this formula, charge and spin) = 4.946 eV
LUMO = -0.035 eV
highest occupied orbital energy = -9.1 eV

# 5
Entry from OMol25: C3H6N2O in the gas phase (ωB97M-V/def2-TZVPD).

Geometry as XYZ:
```
12
Properties=species:S:1:pos:R:3:forces:R:3:lowdin_charge:R:1
H -0.734981 -1.292911 -1.696150 -0.1 -0.1 0.0 0.069
N -1.387312 -0.861317 -1.035183 0.3 0.2 0.2 0.168
C -0.768045 0.057775 -0.411901 0.0 -0.2 -0.1 -0.442
C -1.552338 0.855009 0.599183 0.1 0.3 0.2 -0.187
O -1.029612 1.705937 1.281129 -0.3 -0.3 -0.3 0.060
N 0.591595 0.366915 -0.538255 -0.1 0.2 0.0 -0.039
C 1.513614 -0.511180 0.195786 0.2 -0.2 0.1 -0.092
H -2.620793 0.585807 0.683860 0.1 0.1 0.0 0.122
H 0.740094 1.328868 -0.258690 0.0 0.0 0.1 0.104
H 1.007221 -1.441701 0.469988 0.1 0.1 -0.1 0.084
H 1.852720 -0.031423 1.121605 0.0 -0.1 -0.1 0.082
H 2.387838 -0.761777 -0.411371 -0.1 0.0 0.1 0.072
```
Positions in Å, forces in eV/Å.

Computed properties:
energy = -302.6308 a.u.
relative energy (zero: lowest compared OMol25 entry of this formula, charge and spin) = 1.697 eV
LUMO = -0.036 eV
SMILES = [H]/N=C(/C=O)NC
highest occupied orbital energy = -9.7 eV

# 6
Entry from OMol25: C3H6N2O in the gas phase (ωB97M-V/def2-TZVPD).

Geometry as XYZ:
```
12
Properties=species:S:1:pos:R:3:forces:R:3:lowdin_charge:R:1
O 2.551491 -0.284810 -0.531513 -0.3 0.1 0.2 0.050
C 1.378001 -0.148661 -0.252822 0.1 0.0 0.0 -0.574
N 0.681508 1.045231 -0.147245 0.2 0.0 -0.1 0.062
C -0.751993 0.833984 -0.074192 -0.1 0.0 0.0 -0.163
C -0.833148 -0.644547 0.378837 -0.1 0.0 0.0 -0.164
N 0.471354 -1.151850 0.016958 0.2 -0.1 0.0 0.061
H 1.074125 1.847790 -0.612831 0.0 -0.1 0.0 0.139
H -1.247139 0.978208 -1.044488 0.1 -0.1 0.1 0.113
H -1.219927 1.511318 0.648294 0.1 -0.2 -0.1 0.110
H -1.030686 -0.714666 1.457695 0.1 0.0 -0.2 0.114
H -1.598253 -1.198147 -0.169140 -0.1 0.2 0.2 0.110
H 0.807904 -2.040713 0.348777 0.0 0.1 -0.1 0.142
```
Positions in Å, forces in eV/Å.

Computed properties:
energy = -302.6926 a.u.
relative energy (zero: lowest compared OMol25 entry of this formula, charge and spin) = 0.013 eV
LUMO = 0.908 eV
SMILES = O=C1NCCN1
highest occupied orbital energy = -9.5 eV

# 7
Entry from OMol25: 2 unconnected molecules or ions with the total composition C3H6N2O in a non-equilibrium geometry (ωB97M-V/def2-TZVPD).

Geometry as XYZ:
```
12
Properties=species:S:1:pos:R:3:forces:R:3:lowdin_charge:R:1
H -0.379967 1.878676 1.975744 0.4 -0.7 0.2 0.052
N -0.778100 0.960908 1.781687 -0.1 -1.5 0.5 0.101
C -0.193496 -0.103497 2.174238 -0.7 1.2 -1.1 -0.368
O -0.699575 -1.342964 1.953703 -1.0 1.3 0.1 0.012
H 0.715582 -0.280936 2.648922 1.9 0.6 0.9 0.101
H -1.607080 -1.059421 1.762045 -0.5 -0.9 -0.5 0.099
C 0.686595 -0.483954 -1.129057 -3.0 2.0 -2.9 0.000
C 0.459891 0.223597 -2.230375 0.7 -2.4 2.5 -0.277
N 0.267501 0.920309 -3.154045 -0.5 2.9 -1.6 0.168
H -0.228851 -0.774901 -0.696243 -0.3 -0.7 1.2 0.031
H 1.659167 -0.658726 -0.976718 3.2 -1.2 1.4 0.008
H 0.098334 0.720909 -4.109900 0.0 -0.6 -0.6 0.071
```
Positions in Å, forces in eV/Å.

Computed properties:
energy = -302.5731 a.u.
relative energy (zero: lowest compared OMol25 entry of this formula, charge and spin) = 3.265 eV
LUMO = 0.976 eV
SMILES = [H]/N=C/O.C=C=N
highest occupied orbital energy = -8.5 eV

# 8
Entry from OMol25: 2 unconnected molecules or ions with the total composition C3H6N2O in a non-equilibrium geometry (ωB97M-V/def2-TZVPD).

Geometry as XYZ:
```
12
Properties=species:S:1:pos:R:3:forces:R:3:lowdin_charge:R:1
C 2.180501 0.525704 0.730411 -2.9 -0.6 -2.5 -0.150
C 1.065085 1.038332 0.070542 -1.5 -0.6 1.7 -0.115
N 0.089873 0.043568 0.207798 -1.2 -2.9 -2.9 0.008
C 0.773755 -1.149674 0.531706 1.1 3.7 1.0 -0.197
N 1.999588 -0.846228 0.892252 0.5 0.4 0.6 0.019
H 2.968963 1.153375 0.986114 1.7 0.1 0.5 0.066
H 0.652667 1.994285 -0.277360 0.9 -0.3 0.4 0.104
H -0.798806 -0.122921 -0.402239 2.0 1.0 1.6 0.141
H 0.357037 -2.079076 0.790221 -0.8 -0.9 -0.3 0.095
O -2.939000 -0.181448 -0.895173 3.8 1.5 3.2 0.028
H -2.684949 0.308485 -1.630773 0.0 1.0 -2.2 0.016
H -3.664719 -0.684402 -1.003498 -3.8 -2.4 -1.1 -0.015
```
Positions in Å, forces in eV/Å.

Computed properties:
energy = -302.6233 a.u.
relative energy (zero: lowest compared OMol25 entry of this formula, charge and spin) = 1.898 eV
LUMO = 0.488 eV
SMILES = c1c[nH]cn1.O
highest occupied orbital energy = -8.6 eV

# 9
Entry from OMol25: a molecular structure, C3H6N2O (ωB97M-V/def2-TZVPD).

Geometry as XYZ:
```
12
Properties=species:S:1:pos:R:3:forces:R:3:lowdin_charge:R:1
N -0.580061 -1.678706 -0.076683 0.1 0.0 0.1 -0.002
C 0.243204 -0.633123 -0.196387 -0.2 0.1 -0.1 -0.526
C 0.151461 0.514997 -1.119747 0.1 0.0 -0.1 -0.050
O 0.667200 1.445965 -0.300734 -0.1 0.0 -0.1 0.047
C 0.634930 0.490532 0.788218 0.1 0.0 0.7 -0.302
N 0.788007 0.677231 2.003087 -0.1 0.0 -0.6 0.216
H -0.470259 -2.090596 0.847753 0.0 0.0 -0.1 0.037
H -1.927665 -0.453221 -0.475377 0.0 0.0 0.0 0.074
H 1.243802 -0.807394 -0.778137 0.0 0.0 0.0 0.204
H 0.098304 0.690978 -2.187990 0.0 -0.1 0.1 0.139
H -1.982614 0.251355 -0.823319 0.0 0.0 0.0 0.080
H 0.955021 1.654619 2.241553 0.0 0.0 0.0 0.084
```
Positions in Å, forces in eV/Å.

Computed properties:
energy = -302.4416 a.u.
relative energy (zero: lowest compared OMol25 entry of this formula, charge and spin) = 6.842 eV
LUMO (alpha / beta) = -0.499 / -0.539 eV
highest occupied orbital energy (alpha / beta) = -8.1 / -8.1 eV

# 10
Entry from OMol25: 2 unconnected molecules or ions with the total composition C3H6N2O in a non-equilibrium geometry (ωB97M-V/def2-TZVPD).

Geometry as XYZ:
```
12
Properties=species:S:1:pos:R:3:forces:R:3:lowdin_charge:R:1
N 1.210944 -1.582787 -1.395095 -0.6 -0.2 0.9 0.187
C 0.536658 -1.740757 -0.468430 0.6 0.1 -0.9 -0.152
C -0.288086 -2.018493 0.724228 -0.4 0.2 0.2 -0.225
O -1.207184 -1.318696 1.059172 0.5 -0.4 -0.2 0.084
H 0.009787 -2.925847 1.271234 0.0 0.1 0.0 0.127
C 0.252317 1.689148 0.196762 0.1 0.2 0.2 -0.210
N -0.636156 1.160726 -0.828704 0.0 -0.2 -0.1 -0.068
H 1.025548 0.991686 0.566994 -0.2 0.1 -0.1 0.055
H -0.342632 2.008465 1.057944 0.1 0.0 -0.1 0.070
H 0.767300 2.574606 -0.189531 0.0 -0.1 0.1 0.066
H -1.233524 0.443507 -0.429798 0.1 0.1 -0.1 0.028
H -0.094971 0.718441 -1.564777 -0.1 0.1 0.1 0.038
```
Positions in Å, forces in eV/Å.

Computed properties:
energy = -302.6048 a.u.
relative energy (zero: lowest compared OMol25 entry of this formula, charge and spin) = 2.404 eV
LUMO = -1.116 eV
SMILES = N#CC=O.CN
highest occupied orbital energy = -9.1 eV

# 11
Entry from OMol25: a molecular structure, C3H6N2O (ωB97M-V/def2-TZVPD).

Geometry as XYZ:
```
12
Properties=species:S:1:pos:R:3:forces:R:3:lowdin_charge:R:1
N -0.911026 0.148599 -1.675889 -0.2 0.2 -0.1 0.140
C 0.400976 -0.783682 -0.711885 0.2 -0.5 -0.1 -0.322
O 0.908475 -1.607677 -1.402823 -0.4 0.3 0.4 0.077
C 0.087682 -0.328120 0.529077 0.2 -0.2 -0.1 -0.302
C 0.893118 -0.104373 1.713478 0.3 -0.2 0.2 -0.158
N 0.251741 1.039446 1.016624 -0.2 0.2 0.0 0.001
H -1.337346 -0.500808 -2.331073 0.1 0.1 0.0 0.104
H -0.625909 1.008290 -2.134912 0.0 -0.1 0.0 0.103
H -1.547315 0.338983 -0.907888 -0.1 0.1 -0.3 0.085
H 1.978723 -0.155953 1.677130 -0.1 0.2 0.0 0.101
H 0.453676 -0.403800 2.665095 0.1 0.0 -0.1 0.096
H -0.552795 1.349097 1.563065 0.1 -0.2 -0.1 0.075
```
Positions in Å, forces in eV/Å.

Computed properties:
energy = -302.5442 a.u.
relative energy (zero: lowest compared OMol25 entry of this formula, charge and spin) = 4.051 eV
LUMO = 0.611 eV
highest occupied orbital energy = -7.7 eV

# 12
Entry from OMol25: a molecular structure, C3H6N2O in a non-equilibrium geometry (ωB97M-V/def2-TZVPD).

Geometry as XYZ:
```
12
Properties=species:S:1:pos:R:3:forces:R:3:lowdin_charge:R:1
C -0.213536 -1.607970 0.122674 4.5 -0.8 1.6 -0.071
C 1.052692 0.198896 -0.899873 0.9 1.3 -2.2 -0.272
C 1.674254 1.382106 -0.638434 0.1 -1.2 2.5 -0.041
H -1.020174 -1.880628 -0.419066 -2.5 -1.0 -2.1 0.044
H 0.774107 -2.083802 -0.177558 -1.5 0.0 -0.1 0.109
H -0.377012 -1.988199 1.150201 0.0 0.9 -0.3 0.102
H 1.136583 -0.505361 -2.157042 -0.2 2.4 4.3 0.233
H 2.436768 1.378443 -1.390086 0.8 1.9 0.0 0.006
H 1.641830 2.036461 0.658314 0.1 -2.3 -4.8 0.206
N 0.103386 -0.213821 -0.016894 -3.0 -0.7 1.8 -0.252
N -0.811558 0.658016 0.524544 -2.5 -2.7 -0.2 0.025
O -1.839418 0.011943 0.909437 3.2 2.3 -0.5 -0.088
```
Positions in Å, forces in eV/Å.

Computed properties:
energy = -302.4180 a.u.
relative energy (zero: lowest compared OMol25 entry of this formula, charge and spin) = 7.485 eV
LUMO = 0.105 eV
highest occupied orbital energy = -9.2 eV